Entry 1:
{
  "formula": "C12H26N9O11",
  "method": "ωB97M-V/def2-TZVPD",
  "species": ["O", "O", "O", "O", "O", "O", "O", "O", "O", "O", "O", "N", "N", "N", "N", "N", "N", "N", "N", "N", "C", "C", "C", "C", "C", "C", "C", "C", "C", "C", "C", "C", "H", "H", "H", "H", "H", "H", "H", "H", "H", "H", "H", "H", "H", "H", "H", "H", "H", "H", "H", "H", "H", "H", "H", "H", "H", "H"],
  "xyz": [[-3.230, 5.440, 3.544], [3.079, -0.698, 0.400], [-4.271, -4.127, 0.374], [-3.027, 0.617, 0.326], [-2.445, 3.396, 3.304], [0.179, 0.722, 7.916], [0.964, -1.322, 7.676], [4.733, -1.176, -3.657], [-5.056, -2.083, 0.614], [5.583, 0.254, -5.100], [-4.306, 2.404, 0.476], [-3.853, 1.335, 0.902], [-4.400, -2.948, 0.023], [-2.574, 4.575, 2.953], [5.674, -0.655, -4.267], [1.566, -2.975, -2.293], [2.323, -0.743, -2.031], [0.835, -0.144, 7.325], [1.589, -0.198, 2.678], [0.280, -1.127, -3.642], [0.148, 0.351, -3.934], [-4.343, 0.866, 2.226], [-1.879, 4.995, 1.707], [1.265, -1.542, -2.774], [1.530, 0.276, 6.079], [-3.705, -2.528, -1.223], [7.041, -1.166, -3.976], [-1.177, 0.891, -3.079], [2.322, -0.664, 1.695], [-1.113, 1.426, -1.690], [2.054, -1.086, -0.583], [1.718, -2.711, -0.781], [-1.343, 4.137, 1.295], [0.769, 0.628, 5.379], [-3.479, 0.787, 2.888], [-2.004, 1.241, -0.919], [-2.215, 0.837, -3.619], [-0.216, 2.099, -1.325], [7.630, -0.329, -3.596], [-4.466, -2.177, -1.923], [0.719, -2.792, -0.149], [-2.640, 5.346, 1.007], [7.454, -1.551, -4.911], [1.058, 1.007, -3.550], [-1.182, 5.793, 1.971], [2.227, 1.075, 6.343], [0.636, -3.456, -2.279], [-4.820, -0.104, 2.076], [6.970, -1.959, -3.229], [1.028, -0.509, -0.386], [-0.356, -1.880, -4.024], [-3.008, -1.730, -0.959], [-3.169, -3.387, -1.635], [2.663, -3.286, -0.386], [-5.061, 1.592, 2.614], [3.213, -1.077, -2.463], [0.022, 0.618, -5.076], [2.065, -0.582, 5.666]],
  "e_homo_ha": -0.4560,
  "gap_ev": 7.8,
  "charge": 1
}



Entry 2:
{
  "formula": "C3H35N3O14",
  "method": "ωB97M-V/def2-TZVPD",
  "species": ["O", "O", "O", "O", "O", "O", "O", "O", "O", "O", "O", "O", "O", "O", "N", "N", "N", "C", "C", "C", "H", "H", "H", "H", "H", "H", "H", "H", "H", "H", "H", "H", "H", "H", "H", "H", "H", "H", "H", "H", "H", "H", "H", "H", "H", "H", "H", "H", "H", "H", "H", "H", "H", "H", "H"],
  "xyz": [[1.716, 4.099, 0.441], [0.728, -0.247, 3.530], [-1.978, 1.923, 2.719], [-1.686, -0.064, -3.905], [-3.997, 0.533, 1.373], [-3.472, -1.910, -3.453], [0.927, -0.848, -4.215], [2.618, -3.325, -0.278], [3.996, 2.476, 0.232], [-1.252, -3.373, -0.283], [2.340, -1.244, 1.404], [3.718, 0.896, 2.400], [1.608, 2.446, 4.262], [0.687, -2.650, -2.107], [-0.906, -0.113, -0.031], [-3.924, -1.131, -0.200], [0.559, 1.432, -1.170], [0.163, 0.006, -0.981], [-3.480, -0.003, 0.403], [-2.253, 0.483, -0.389], [-0.861, -0.427, -3.527], [3.899, 1.498, 1.629], [2.460, 2.060, 4.006], [1.512, 3.389, 4.125], [-0.720, 0.251, 0.889], [-3.411, -1.426, -1.024], [-2.081, -2.981, -0.574], [-4.585, -1.757, 0.212], [2.631, -2.645, 0.421], [1.079, -0.527, -0.639], [0.910, 4.345, 0.912], [-0.064, 1.929, -1.800], [-2.825, 1.655, 2.331], [1.419, -2.806, -1.466], [-1.447, 0.374, -4.725], [3.035, -0.567, 1.424], [-0.075, -2.929, -1.573], [-2.379, 0.337, -1.493], [-0.114, -0.472, -1.950], [0.903, -1.484, -3.447], [-2.798, -2.604, -3.522], [-0.053, 0.327, 3.594], [2.333, -4.145, 0.134], [3.287, 3.065, 0.508], [1.460, 0.305, 3.240], [1.179, -1.348, -4.993], [1.444, 3.343, -0.109], [-2.152, 1.579, -0.172], [1.975, -1.170, 2.329], [1.558, 1.543, -1.312], [4.512, 0.961, 2.937], [4.854, 2.892, 0.146], [-2.166, 2.581, 3.390], [-0.915, -2.686, 0.321], [-2.950, -1.300, -4.052]],
  "e_homo_ha": -0.3297,
  "gap_ev": 9.0,
  "relative_energy_kcal_mol": 9.5
}



Entry 3:
{
  "formula": "C2H4N4O6S",
  "method": "ωB97M-V/def2-TZVPD",
  "species": ["S", "O", "O", "O", "O", "O", "O", "N", "N", "N", "N", "C", "C", "H", "H", "H", "H"],
  "xyz": [[2.916, -0.081, 0.213], [0.519, -2.824, -0.558], [3.019, 0.371, -1.129], [3.985, -0.585, 0.997], [2.367, 1.210, 0.966], [2.285, 3.068, -0.547], [2.584, -2.398, -0.771], [1.356, -0.983, 0.350], [0.776, 1.550, -0.832], [1.464, -2.154, -0.341], [1.603, 2.169, -0.272], [0.153, -0.338, 0.658], [-0.184, 0.598, -0.448], [-0.440, 0.035, -1.318], [-0.592, -1.143, 0.666], [0.161, 0.213, 1.575], [-0.941, 1.251, -0.154]],
  "e_homo_ha": -0.4061,
  "gap_ev": 9.7,
  "relative_energy_kcal_mol": 6.6
}



Entry 4:
{
  "formula": "C3H4NO2",
  "method": "ωB97M-V/def2-TZVPD",
  "species": ["O", "O", "N", "C", "C", "C", "H", "H", "H", "H"],
  "xyz": [[-1.628, -0.070, -1.324], [2.488, 0.689, 0.691], [-0.844, -0.495, 0.836], [0.635, 0.469, -0.911], [-0.699, 0.057, -0.635], [1.593, 0.593, -0.014], [0.188, -0.572, 1.255], [1.003, 0.675, -1.990], [-1.472, 0.092, 1.434], [-1.264, -1.437, 0.658]],
  "smiles": "[NH3+]C(=O)C=C=O",
  "e_homo_ha": -0.5632,
  "gap_ev": 10.4,
  "relative_energy_kcal_mol": 16.5,
  "charge": 1
}



Entry 5:
{
  "formula": "C18H38BCl2CsF9KNNaO13S2",
  "method": "ωB97M-V/def2-TZVPD",
  "species": ["Cs", "K", "Cl", "Cl", "S", "S", "Na", "F", "F", "F", "F", "F", "F", "F", "F", "F", "O", "O", "O", "O", "O", "O", "O", "O", "O", "O", "O", "O", "O", "N", "C", "C", "C", "C", "C", "C", "C", "C", "C", "C", "C", "C", "C", "C", "C", "C", "C", "C", "B", "H", "H", "H", "H", "H", "H", "H", "H", "H", "H", "H", "H", "H", "H", "H", "H", "H", "H", "H", "H", "H", "H", "H", "H", "H", "H", "H", "H", "H", "H", "H", "H", "H", "H", "H", "H", "H", "H"],
  "xyz": [[8.405, 3.957, 6.330], [4.205, -3.713, -1.071], [8.071, -1.278, 1.008], [5.771, -0.078, 5.794], [3.814, -3.512, 4.519], [0.696, -3.994, -0.389], [-6.629, 1.502, -1.007], [5.260, -1.494, 3.417], [-0.125, -4.801, -2.986], [5.910, -2.045, 5.431], [-4.446, -3.888, -1.615], [-3.531, -2.091, -0.341], [0.482, -6.551, -1.392], [-2.758, -2.531, -2.657], [6.407, -3.330, 3.732], [2.231, -5.163, -2.371], [2.865, -2.547, 5.090], [3.423, -3.986, 3.185], [3.976, 0.412, 0.355], [-2.100, -4.073, -0.822], [4.152, -4.604, 5.443], [2.004, -1.774, -1.934], [6.735, -1.837, 0.945], [2.956, -2.384, 0.368], [9.030, -2.264, 0.548], [-9.111, 1.048, 0.911], [8.144, -0.102, 0.164], [8.377, -0.909, 2.377], [6.930, 1.515, 7.527], [-3.660, 1.263, -4.325], [-9.225, 0.152, 1.880], [-3.845, -0.236, -4.711], [-5.770, 0.530, -3.443], [-1.027, -3.258, -0.230], [-2.216, 1.514, -3.920], [8.164, 2.886, 8.926], [-5.118, -0.708, -4.018], [-4.592, 1.416, -3.121], [-3.693, 3.618, -5.494], [1.011, -0.688, -1.931], [-4.053, 2.127, -5.545], [5.403, -2.562, 4.266], [-3.163, -3.154, -1.345], [5.680, 3.104, 8.656], [-4.396, 4.512, -4.476], [-5.915, 4.486, -4.571], [6.854, 2.112, 8.704], [0.802, -5.170, -1.892], [1.935, -2.606, -0.717], [-1.583, 1.380, -4.803], [3.716, -0.521, 0.352], [-3.916, 4.026, -6.490], [-3.904, -0.323, -5.800], [0.020, -1.142, -2.410], [-4.861, -1.409, -3.215], [-1.011, -2.221, -0.772], [5.613, 3.661, 9.598], [-4.059, 1.045, -2.236], [9.026, 2.210, 8.984], [4.723, 2.586, 8.515], [-6.353, 5.086, -3.766], [-9.472, 0.526, 2.888], [-4.070, 4.270, -3.462], [-5.119, 1.971, -5.738], [-1.204, -3.039, 0.924], [1.319, 0.205, -2.650], [8.361, 3.615, 8.129], [-4.066, 5.546, -4.644], [-2.133, 2.528, -3.522], [-5.784, -1.237, -4.707], [8.122, 3.441, 9.871], [-6.375, 0.304, -2.559], [-9.995, -0.629, 1.758], [-1.937, 0.795, -3.142], [-4.864, 2.455, -2.960], [0.805, -0.207, -0.883], [3.697, -3.030, 0.093], [-2.975, -0.800, -4.354], [6.703, 1.512, 9.612], [-6.321, 3.476, -4.486], [-6.249, 4.904, -5.525], [-6.429, 0.996, -4.183], [-8.339, -0.467, 2.103], [5.785, 3.841, 7.848], [-2.610, 3.739, -5.379], [-3.505, 1.700, -6.394], [4.924, 0.391, 0.155]],
  "e_homo_ha": -0.1846,
  "gap_ev": 1.7
}



Entry 6:
{
  "formula": "C12H36K3O16P",
  "method": "ωB97M-V/def2-TZVPD",
  "species": ["K", "K", "K", "P", "O", "O", "O", "O", "O", "O", "O", "O", "O", "O", "O", "O", "O", "O", "O", "O", "C", "C", "C", "C", "C", "C", "C", "C", "C", "C", "C", "C", "H", "H", "H", "H", "H", "H", "H", "H", "H", "H", "H", "H", "H", "H", "H", "H", "H", "H", "H", "H", "H", "H", "H", "H", "H", "H", "H", "H", "H", "H", "H", "H", "H", "H", "H", "H"],
  "xyz": [[-2.397, 2.147, 0.192], [2.170, 2.130, 1.363], [-0.195, -2.386, -2.005], [-0.228, 0.247, -0.270], [0.760, -2.908, 1.068], [2.823, -1.846, -1.821], [-2.587, -2.841, 0.257], [-1.488, -0.613, -0.526], [-3.928, -0.365, -0.980], [0.213, 4.001, -2.737], [-0.219, 1.469, -1.229], [-1.236, 1.798, 6.287], [-0.432, 1.586, 3.638], [0.190, 0.091, -3.605], [1.087, -0.436, -0.684], [2.426, 2.213, -1.664], [-0.161, 0.864, 1.191], [-2.361, 1.545, -3.006], [2.256, -3.170, 3.537], [3.024, -0.774, 0.949], [0.200, -2.772, 2.370], [4.080, -1.460, 0.265], [-4.443, -1.196, 0.070], [1.593, 4.351, -2.849], [1.198, -2.248, 3.379], [-0.546, 0.825, -4.572], [-1.442, 0.699, 4.157], [2.541, 3.132, -2.762], [-3.963, -2.640, -0.062], [-2.052, 0.818, -4.188], [3.983, -1.221, -1.273], [-1.178, 0.546, 5.622], [0.025, 0.549, -2.759], [-2.624, 1.288, -4.990], [1.510, 1.883, -1.563], [0.684, -2.120, 4.342], [3.874, -0.137, -1.409], [-0.690, -2.135, 2.293], [-4.218, -3.122, -1.011], [-0.202, -3.736, 2.682], [0.816, -2.033, 0.666], [2.712, -3.109, 2.683], [-4.089, -0.918, 1.074], [-1.659, 1.303, -2.375], [3.955, -2.537, 0.440], [-2.344, -0.239, -4.150], [-2.390, 1.113, 3.794], [3.541, 3.565, -2.650], [2.150, -1.173, -1.586], [-0.377, 1.430, 2.652], [-2.112, -1.990, 0.219], [1.794, 5.032, -2.019], [-5.528, -1.109, 0.077], [5.056, -1.254, 0.707], [-0.373, 0.644, -5.633], [1.466, -1.196, 3.216], [0.079, 3.206, -2.202], [-2.969, -0.536, -0.944], [2.273, -0.902, 0.337], [-1.333, -0.236, 3.593], [-1.877, -0.078, 6.180], [-4.589, -3.191, 0.653], [1.640, 4.764, -3.855], [2.565, 2.513, -3.663], [-0.201, 0.064, 5.735], [4.849, -1.531, -1.860], [-0.913, 2.484, 5.693], [-0.191, 1.861, -4.479]],
  "e_homo_ha": -0.3462,
  "gap_ev": 8.8,
  "relative_energy_kcal_mol": 25.2
}



Entry 7:
{
  "formula": "C6H15NO2Rb",
  "method": "ωB97M-V/def2-TZVPD",
  "species": ["Rb", "O", "O", "N", "C", "C", "C", "C", "C", "C", "H", "H", "H", "H", "H", "H", "H", "H", "H", "H", "H", "H", "H", "H", "H"],
  "xyz": [[0.647, 0.597, 1.962], [0.659, 2.692, -0.386], [-0.367, -2.053, 1.879], [-0.102, -0.209, -0.658], [-1.131, -1.202, -0.322], [-0.668, -2.376, 0.501], [1.623, 3.721, -0.468], [-0.234, -3.251, 2.624], [-0.653, 0.975, -1.321], [0.386, 2.048, -1.624], [-1.096, 0.645, -2.274], [2.630, 3.379, -0.748], [0.305, -2.664, 0.087], [-1.432, -3.147, 0.419], [-0.055, 2.793, -2.297], [-1.047, -3.952, 2.422], [-1.500, -1.493, -1.322], [0.638, -0.622, -1.212], [0.687, -3.775, 2.345], [1.287, 1.634, -2.091], [1.747, 4.113, 0.545], [1.335, 4.506, -1.172], [-2.038, -0.738, 0.084], [-1.406, 1.397, -0.657], [-0.211, -3.019, 3.684]],
  "e_homo_ha": -0.4666,
  "gap_ev": 9.6,
  "relative_energy_kcal_mol": 4.2,
  "charge": 1
}



Entry 8:
{
  "formula": "C22H24BMgN7",
  "method": "ωB97M-V/def2-TZVPD",
  "species": ["Mg", "N", "N", "N", "N", "N", "N", "N", "C", "C", "C", "C", "C", "C", "C", "C", "C", "C", "C", "C", "C", "C", "C", "C", "C", "C", "C", "C", "C", "C", "B", "H", "H", "H", "H", "H", "H", "H", "H", "H", "H", "H", "H", "H", "H", "H", "H", "H", "H", "H", "H", "H", "H", "H", "H"],
  "xyz": [[0.494, 1.394, 0.286], [-0.271, 1.086, -2.098], [0.993, -1.326, -0.832], [2.665, 1.015, -1.583], [2.132, 1.276, -0.305], [-0.820, -0.085, 1.397], [0.584, 0.606, -3.070], [1.773, -1.294, -1.956], [-4.220, 0.876, 2.652], [-0.872, -3.431, 3.018], [-2.827, 0.756, 0.239], [1.843, -3.393, -1.293], [0.020, 0.708, -4.308], [1.325, -2.477, 3.403], [3.812, 1.697, -1.752], [-1.320, 1.567, -2.781], [-0.400, 3.152, -0.089], [4.062, 2.377, -0.558], [-4.745, 1.491, 1.509], [-1.202, 1.348, -4.174], [0.425, -3.528, 3.572], [2.289, -2.503, -2.295], [3.053, 2.063, 0.312], [-2.207, 0.205, 1.400], [-3.017, 0.175, 2.582], [-4.051, 1.420, 0.293], [-1.217, -2.279, 2.310], [1.035, -2.593, -0.439], [1.089, -1.325, 2.435], [-0.363, -1.173, 2.089], [1.961, 0.065, -2.626], [0.261, 3.891, 0.397], [2.976, -2.665, -3.109], [0.673, -4.409, 4.175], [-1.891, 1.656, -4.998], [4.960, 2.958, -0.295], [-1.591, -4.266, 3.055], [-2.220, -2.271, 1.886], [0.511, -2.942, 0.434], [-4.790, 0.937, 3.582], [1.710, -1.129, 1.401], [-2.663, -0.320, 3.485], [-1.388, 3.313, 0.403], [1.652, -0.373, 2.664], [-5.641, 2.104, 1.565], [4.324, 1.533, -2.677], [2.756, 0.036, -3.507], [2.260, -2.524, 3.967], [0.614, 0.473, -5.199], [-2.302, 0.714, -0.719], [2.799, 2.463, 1.314], [2.042, -4.432, -1.201], [-0.518, 3.505, -1.128], [-4.427, 1.880, -0.630], [-2.132, 1.996, -2.203]],
  "e_homo_ha": [-0.2751, -0.2751],
  "gap_ev": [6.2, 6.2],
  "relative_energy_kcal_mol": 38.2
}



Entry 9:
{
  "formula": "C23H38HfN2OS2Si2",
  "method": "ωB97M-V/def2-TZVPD",
  "species": ["Hf", "S", "S", "Si", "Si", "O", "N", "N", "C", "C", "C", "C", "C", "C", "C", "C", "C", "C", "C", "C", "C", "C", "C", "C", "C", "C", "C", "C", "C", "C", "C", "H", "H", "H", "H", "H", "H", "H", "H", "H", "H", "H", "H", "H", "H", "H", "H", "H", "H", "H", "H", "H", "H", "H", "H", "H", "H", "H", "H", "H", "H", "H", "H", "H", "H", "H", "H", "H", "H"],
  "xyz": [[0.182, -0.280, -0.689], [-0.133, -0.475, 1.864], [2.681, -0.023, -0.423], [0.974, -3.441, -1.749], [-0.232, 0.583, -4.146], [-0.068, 0.430, -2.544], [-2.082, 0.440, -0.377], [0.501, 2.050, -0.055], [1.416, 2.877, 2.105], [0.180, -4.682, -2.944], [-2.677, 0.102, 0.914], [-1.872, -0.340, 1.970], [-4.051, 0.225, 1.093], [-3.859, -0.531, 3.354], [-4.648, -0.091, 2.299], [-0.846, 2.497, 0.359], [2.090, -2.337, -2.826], [1.476, 2.005, 1.029], [-2.917, -0.083, -1.487], [-2.494, -0.646, 3.189], [-1.435, 1.994, -4.552], [2.517, 1.068, 0.951], [-1.012, -0.970, -4.900], [-0.347, -2.415, -0.884], [3.450, 1.013, 1.984], [2.086, -4.345, -0.519], [-1.937, 1.911, -0.534], [1.033, 2.921, -1.124], [2.348, 2.808, 3.129], [1.423, 0.937, -4.982], [3.364, 1.868, 3.069], [-0.910, -0.959, -5.987], [0.627, 3.617, 2.159], [-3.264, -1.083, -1.243], [1.514, 0.353, -5.901], [-3.787, 0.555, -1.665], [-1.701, 2.098, -1.582], [1.991, 2.531, -1.459], [-1.019, 2.194, 1.391], [0.906, -5.050, -3.671], [-0.923, 3.588, 0.306], [2.276, 3.489, 3.966], [-0.235, -5.541, -2.412], [2.830, -4.946, -1.047], [-2.080, -1.031, -4.672], [2.506, -2.899, -3.665], [-4.674, 0.572, 0.277], [1.518, -5.011, 0.133], [0.350, 2.931, -1.972], [2.933, -1.946, -2.257], [-1.445, 2.173, -5.630], [2.266, 0.678, -4.338], [-1.284, -2.497, -1.452], [1.536, -1.495, -3.241], [-2.881, 2.409, -0.289], [-1.165, 2.936, -4.067], [4.090, 1.797, 3.868], [-0.537, -1.881, -4.527], [-2.328, -0.116, -2.396], [-0.636, -4.211, -3.497], [4.234, 0.271, 1.920], [2.619, -3.627, 0.108], [-5.721, -0.002, 2.409], [-1.861, -0.977, 4.002], [-4.317, -0.780, 4.303], [-2.457, 1.741, -4.258], [-0.543, -2.817, 0.113], [1.517, 1.992, -5.248], [1.170, 3.940, -0.749]],
  "e_homo_ha": -0.2769,
  "gap_ev": 8.0,
  "relative_energy_kcal_mol": 3.1
}